(1)
Molecular formula: C38H42Cl3GeKN6Se
Method: DFT, wB97M-V/def2-TZVPD

The spin multiplicity is 2. As for the expectation value of S²: 0.76. For the orbital gap (spin up / spin down), the calculation gives 3.7 / 5.1 eV. As for the total charge: -1. The total energy is -224786.7217 eV.

```
92
Properties=species:S:1:pos:R:3:forces:R:3
K -0.3202 0.9249 0.3009 0.22 -0.23 0.42
Se -5.3100 7.5580 -2.4236 1.40 -1.53 0.61
N -4.1838 6.1941 -3.1538 -0.83 1.05 2.52
C -3.8151 5.4895 -2.0990 -2.58 1.70 0.18
C -3.1277 4.2615 -2.2407 1.03 -1.78 1.53
C -2.8544 3.7707 -3.4891 0.96 -0.17 -1.57
C -2.2360 2.5653 -3.7175 -0.10 -0.15 1.27
C -1.9684 1.7924 -2.5448 -0.49 -0.69 -1.12
N -2.1631 2.2330 -1.3264 -1.20 1.37 0.53
C -2.7715 3.4555 -1.1282 0.73 -0.99 -2.23
C -3.1862 3.8052 0.1965 0.33 -0.59 2.09
N -2.7935 2.9524 1.2343 -0.98 2.90 -0.22
C -3.2332 3.3575 2.4440 -1.20 -0.02 -1.56
C -4.2945 4.2855 2.6662 1.27 -0.24 -0.74
C -4.6536 5.0780 1.5958 -0.18 -0.02 1.07
C -4.0005 4.9365 0.3892 -0.68 0.16 -1.14
C -4.3993 5.8513 -0.7425 1.77 -0.44 -0.77
N -5.0989 6.9459 -0.6585 0.03 -0.73 -1.54
H -3.0879 4.4030 -4.3267 -0.16 0.12 -0.26
H -1.9962 2.2959 -4.7398 -0.05 -0.44 0.29
H -1.7684 0.6949 -2.5769 0.53 0.99 -0.33
H -2.8100 2.8576 3.2611 0.53 -0.84 1.06
H -4.7191 4.3805 3.6572 0.01 0.06 -0.11
H -5.4298 5.8235 1.6501 -0.10 0.17 0.22
C 1.8073 -1.9964 3.9317 0.43 4.22 -2.26
C 1.2905 -2.5802 2.5804 0.59 -0.88 1.26
C 1.8743 -4.0416 2.5483 0.74 0.75 -0.17
C -0.1894 -2.6399 2.6881 -1.56 -0.02 -1.64
C -0.7456 -3.0199 3.8737 -1.14 -0.61 2.30
C -2.1094 -2.8346 4.1554 -0.55 -0.30 0.97
C -3.0304 -2.5041 3.1610 1.86 0.54 -1.09
C -2.5605 -2.2772 1.8599 2.70 -0.28 0.03
C -3.5338 -2.1805 0.6993 -0.94 -1.03 1.09
C -3.6461 -0.8269 0.0438 0.37 -1.15 -2.35
C -3.2905 -3.3614 -0.2408 -1.36 0.02 -0.55
C -1.0842 -2.2891 1.6208 -2.51 -0.13 1.88
N -0.5647 -1.8374 0.4481 0.02 0.49 -0.45
C 0.1615 -2.6766 -0.2603 -0.16 -1.03 -0.20
C 1.2951 -2.2858 -0.9406 0.36 -2.58 -1.91
N 1.8173 -1.1209 -0.8198 0.19 1.58 0.13
C 2.9301 -0.8964 -1.5859 1.65 2.22 -0.15
C 2.8474 0.1520 -2.6084 1.13 -2.46 -0.32
C 3.9298 0.3284 -3.5220 -0.76 -1.05 2.47
C 5.1198 -0.3589 -3.2499 -0.66 0.66 0.07
C 5.1882 -1.2444 -2.1518 1.96 0.44 -0.73
C 4.2094 -1.4837 -1.2378 -1.93 0.02 -0.85
C 4.4542 -2.3754 0.0059 -0.16 0.98 -0.65
C 5.0020 -3.7956 -0.3211 2.42 0.96 1.12
C 5.3111 -1.5403 1.0390 0.15 -2.37 -0.82
C 1.5358 0.8370 -2.8491 -0.06 0.54 0.64
C 1.5782 2.2213 -2.0824 1.50 -1.09 0.28
C 1.2762 1.0196 -4.3099 -1.65 -1.21 -1.71
H 2.8184 -1.5124 3.7824 -0.90 -0.75 0.34
H 1.8143 -2.6986 4.6695 0.38 -2.07 1.92
H 1.1456 -1.1664 4.3404 0.72 -0.78 -0.80
H 1.5844 -1.9689 1.7106 0.06 -0.35 0.45
H 1.8249 -4.5009 3.5503 -0.06 0.30 -0.28
H 2.9592 -3.9785 2.2781 -0.82 -0.31 0.04
H 1.3171 -4.7055 1.8937 0.17 0.06 -0.42
H -0.1200 -3.4660 4.6983 -0.63 0.84 -0.92
H -2.4906 -2.9128 5.2038 0.52 -0.25 -0.96
H -4.0621 -2.2910 3.3219 -0.69 -0.26 0.49
H -4.5142 -2.3902 1.1931 0.40 0.24 -0.35
H -2.9471 -0.7318 -0.8038 0.53 0.18 0.70
H -3.5494 -0.0723 0.7539 0.33 1.55 1.02
H -4.5598 -0.6852 -0.5182 -0.82 -0.15 0.30
H -2.3403 -3.3111 -0.6913 1.28 0.08 -0.44
H -4.0084 -3.4447 -1.0653 -0.17 0.57 -0.06
H -3.4110 -4.3285 0.2192 0.25 -0.24 0.75
H -0.0482 -3.7543 -0.3432 -0.21 0.14 0.43
H 1.7548 -3.0856 -1.6649 -0.61 1.32 1.22
H 3.7753 0.9657 -4.3733 0.41 0.27 -0.12
H 5.9655 0.0104 -3.8256 0.27 -0.91 0.05
H 6.1088 -1.7873 -1.9329 0.28 0.37 -0.34
H 3.4402 -2.5100 0.3339 -0.30 -0.14 0.87
H 6.1552 -3.8382 -0.1118 -1.84 0.19 -0.60
H 4.8534 -4.0127 -1.3762 -0.22 -0.46 0.17
H 4.6066 -4.5260 0.4008 -0.21 0.07 -0.62
H 6.1973 -1.2134 0.5064 0.18 0.34 -0.03
H 5.6727 -2.1885 1.8570 -0.29 0.16 -0.19
H 4.7794 -0.7257 1.4564 -0.58 0.90 0.25
H 0.7326 0.1490 -2.5349 0.26 0.47 0.55
H 0.5972 2.6681 -1.9226 0.03 0.04 0.13
H 2.1927 2.9192 -2.7214 -0.55 -0.57 0.77
H 2.1583 2.0357 -1.0958 -1.20 0.66 -1.48
H 1.8996 1.7663 -4.7956 0.18 -0.15 -0.15
H 0.2206 1.3242 -4.4880 0.54 0.21 0.25
H 1.2923 0.0012 -4.8478 0.51 1.51 0.62
Cl -0.4074 1.8613 4.0955 0.19 -0.28 -0.32
Ge 1.6051 2.9476 3.5940 -0.16 0.95 0.24
Cl 3.1506 1.3762 3.2277 0.02 -0.49 -0.17
Cl 1.1842 3.4778 1.3225 -0.11 -0.15 0.13
```
Positions in Å, forces in eV/Å.

***

(2)
Molecular formula: C2H5ClN3O2S
Method: DFT, wB97M-V/def2-TZVPD

The spin multiplicity is 1. Its SMILES is O=S(=O)(Cl)N1CNC=[NH+]1. The relative energy (zero: lowest compared OMol25 entry of this formula, charge and spin) is 66.0 kcal per mole. For the orbital gap, the calculation gives 10.8 eV. As for the total charge: +1. The total energy is -34067.8924 eV.

```
14
Properties=species:S:1:pos:R:3:forces:R:3
O -3.0996 -1.7967 -0.0764 -0.18 -0.03 0.14
S -2.6971 -0.4641 -0.3134 -0.06 1.39 0.75
O -2.2087 -0.0178 -1.5794 -0.20 -0.36 0.35
Cl -4.0444 0.8977 0.3221 0.33 -0.60 -0.09
N -1.3700 -0.1435 0.9791 -0.20 3.84 -3.54
C -0.3161 -0.9400 0.3799 2.13 -0.76 2.43
N 0.4991 -0.1462 -0.5498 -1.11 -0.51 0.87
C 0.1530 1.1227 -0.4882 -0.02 0.60 -0.69
N -0.8494 1.3356 0.3602 0.20 -2.39 0.98
H -0.8003 -1.7367 -0.0930 -0.18 -1.56 -1.01
H 0.3165 -1.3949 1.2064 -0.50 0.77 -0.94
H 0.8732 -0.7101 -1.2992 0.57 0.88 -0.43
H 0.6862 1.8864 -1.1687 -1.21 -1.01 1.43
H -1.2807 2.1770 0.7434 0.43 -0.26 -0.24
```
Positions in Å, forces in eV/Å.

***

(3)
Molecular formula: C23H21ClN4O3S
Method: DFT, wB97M-V/def2-TZVPD

The spin multiplicity is 1. Its SMILES is CCOc1ccccc1NC(=O)CSc1nnc(-c2ccccc2Cl)n1Cc1ccco1. The relative energy (zero: lowest compared OMol25 entry of this formula, charge and spin) is 0.0 kcal per mole. For the orbital gap, the calculation gives 8.4 eV. The total energy is -59652.4064 eV.

```
53
Properties=species:S:1:pos:R:3:forces:R:3
C -1.6206 -2.4470 -2.3893 -0.27 0.10 0.32
C -2.6839 -2.5517 -1.3078 0.20 -0.41 -0.23
O -3.0031 -1.2351 -0.9068 -0.12 0.36 0.17
C -3.9217 -1.0380 0.0785 -0.16 0.11 0.13
C -4.6871 -2.0288 0.6721 0.20 -0.06 -0.21
C -5.6170 -1.7018 1.6489 -0.10 0.07 0.11
C -5.7879 -0.3887 2.0387 -0.04 -0.19 0.01
C -5.0207 0.6127 1.4645 0.02 0.10 0.00
C -4.0841 0.3012 0.4927 -0.11 -0.14 0.06
N -3.2454 1.2429 -0.1146 0.08 -0.50 -0.24
C -3.2902 2.5859 -0.0050 0.28 0.15 -0.34
O -4.1041 3.2311 0.6211 -0.16 0.18 0.15
C -2.1655 3.2785 -0.7760 0.18 -0.06 0.21
S -0.6416 3.3406 0.2227 -0.16 0.36 0.11
C 0.0144 1.7800 -0.1530 0.08 -0.10 -0.02
N -0.5194 0.8750 -0.9332 -0.40 0.86 0.03
N 0.3236 -0.1676 -0.9824 0.83 -0.88 0.02
C 1.3516 0.0971 -0.2276 -0.23 0.16 -0.05
C 2.5070 -0.7717 -0.0191 0.13 -0.23 0.14
C 3.3241 -1.1055 -1.0943 0.01 -0.02 0.13
C 4.4399 -1.8991 -0.9070 0.01 -0.05 -0.07
C 4.7474 -2.3755 0.3569 -0.05 0.00 0.01
C 3.9307 -2.0755 1.4328 -0.02 0.01 0.07
C 2.8142 -1.2803 1.2408 0.10 -0.10 -0.27
Cl 1.7687 -0.9487 2.5789 -0.05 -0.04 0.18
N 1.2110 1.3425 0.3334 -0.69 -0.24 -0.45
C 2.1570 2.0719 1.1453 0.43 0.05 0.34
C 3.5341 1.9403 0.5827 -0.11 0.60 -0.73
C 4.0500 2.2976 -0.6291 -0.33 -0.03 0.63
C 5.3983 1.8669 -0.6240 0.18 -0.23 0.41
C 5.5979 1.2823 0.5871 0.43 0.15 -0.71
O 4.4764 1.3198 1.3225 -0.27 -0.03 0.46
H -0.7920 -1.8462 -2.0216 0.04 -0.08 -0.05
H -1.2664 -3.4380 -2.6582 0.03 -0.13 -0.06
H -2.0343 -1.9640 -3.2702 -0.03 0.02 -0.14
H -3.5803 -3.0582 -1.6934 0.07 0.07 0.13
H -2.3013 -3.1205 -0.4487 -0.11 0.08 -0.05
H -4.5708 -3.0599 0.3771 0.05 -0.06 -0.06
H -6.2076 -2.4860 2.0983 -0.05 -0.07 0.03
H -6.5149 -0.1353 2.7947 -0.06 0.03 0.07
H -5.1439 1.6395 1.7651 0.02 0.03 -0.02
H -2.4959 0.8264 -0.6712 -0.06 0.29 0.06
H -2.4365 4.3201 -0.9441 -0.03 -0.13 0.01
H -1.9212 2.7756 -1.7094 -0.05 0.06 -0.05
H 3.0734 -0.7255 -2.0724 -0.02 0.07 -0.09
H 5.0715 -2.1435 -1.7468 0.06 -0.02 -0.08
H 5.6215 -2.9902 0.5077 0.08 -0.06 0.02
H 4.1529 -2.4545 2.4179 -0.01 -0.03 0.09
H 2.1523 1.6825 2.1686 -0.05 0.16 -0.11
H 1.8322 3.1173 1.1585 0.11 -0.15 0.05
H 3.5358 2.8040 -1.4202 -0.19 0.11 -0.15
H 6.1129 1.9821 -1.4122 0.22 -0.02 -0.13
H 6.4587 0.8232 1.0299 0.07 -0.10 0.15
```
Positions in Å, forces in eV/Å.

***

Question: What is the formula in the third record?
Answer: C23H21ClN4O3S

***

Question: What is the spin multiplicity in the second record?
Answer: 1

***

Question: The highest spin multiplicity belongs to which entry?
Answer: C38H42Cl3GeKN6Se

***

Question: Which value of spin multiplicity does entry 3 give?
Answer: 1